Entry w
Molecular formula: C3H10N2O2
Method: DFT, wB97M-V/def2-TZVPD

Last column: Mulliken charge in e.
Cartesian coordinates (Å):
O  -0.96398  -1.74982  1.37151  -0.61
C  -1.54400  -0.79997  0.78232  0.64
N  -0.75715  -0.14607  -0.17493  -0.25
C  0.46070  -0.67468  -0.63697  -0.22
N  0.39287  -1.19296  -2.00755  -0.63
C  -2.52553  0.24966  1.49733  -0.94
H  -1.30772  0.61659  -0.74677  0.30
H  0.88066  -1.46764  -0.04199  0.34
H  1.32058  0.06573  -0.67699  0.10
H  1.30099  -1.27944  -2.45933  0.23
H  -0.03784  -2.07322  -2.06371  0.20
H  -1.87390  1.15217  1.30962  0.24
H  -2.55590  0.13484  2.58066  0.29
H  -3.52374  0.55624  1.30169  0.30
H  4.24510  2.54510  -0.35757  0.32
H  2.94388  2.19291  0.49335  0.31
O  3.54497  1.87055  -0.17067  -0.63

The calculation puts the HOMO-LUMO gap at 9.747 eV. The spin multiplicity is 1. For the HOMO energy, the calculation gives -9.12 eV.


Entry x
Molecular formula: C3H10N2O2
Method: DFT, wB97M-V/def2-TZVPD

Last column: Mulliken charge in e.
Cartesian coordinates (Å):
N  0.66465  -1.49594  -1.45375  -0.70
C  -0.26924  -0.77037  -0.46615  0.62
C  -1.69083  -1.23563  -0.14103  -0.94
C  0.59679  -0.20104  0.67928  0.16
N  1.93549  -0.12052  0.50966  -0.39
O  0.17916  0.34613  1.73171  -0.69
H  0.16811  -2.40216  -1.69094  0.25
H  0.78786  -1.06456  -2.36027  0.24
H  -0.45412  0.20653  -0.99191  0.06
H  -1.75643  -1.94047  0.71296  0.29
H  -2.17743  -0.25751  -0.03389  0.27
H  -2.02604  -1.66601  -1.09740  0.34
H  2.30786  0.50943  1.19467  0.24
H  2.39589  -0.65945  -0.25851  0.27
H  0.13448  4.02485  1.72629  0.31
H  -0.73786  3.03032  1.09611  0.31
O  -0.05835  3.69640  0.84315  -0.64

The calculation puts the HOMO-LUMO gap at 10.052 eV. The spin multiplicity is 1. For the HOMO energy, the calculation gives -9.35 eV.


The structure shown above that is most stable: entry x.